A | Density functional theory data (ωB97M-V with the def2-TZVPD basis set) for the molecule C11H11N.

Results
charge = 0
SMILES = Cc1ccc2nc(C)ccc2c1
orbital gap = 8.465 eV
E_LUMO = 0.0121 Eh
multiplicity = 1

```
23
Properties=species:S:1:pos:R:3:lowdin_charge:R:1
C 1.777 1.922 3.059 -0.099
C 1.339 1.002 1.972 -0.253
C 1.780 -0.475 1.753 -0.008
C 1.206 -1.291 0.786 -0.012
C 0.165 -0.807 -0.156 -0.261
N -0.406 -1.486 -1.033 0.135
C -1.330 -0.917 -1.895 -0.344
C -1.813 -1.774 -2.992 -0.073
C -1.764 0.383 -1.778 -0.054
C -1.105 1.185 -0.874 -0.027
C -0.189 0.614 0.041 -0.119
C 0.463 1.525 0.998 -0.009
H 2.919 1.901 3.113 0.093
H 1.364 2.944 3.154 0.079
H 1.505 1.330 4.039 0.109
H 2.189 -1.191 2.599 0.135
H 1.421 -2.268 0.830 0.053
H -1.687 -2.940 -2.488 0.152
H -1.407 -1.572 -3.992 0.066
H -2.981 -1.532 -3.135 0.110
H -2.454 0.750 -2.462 0.090
H -1.205 2.319 -1.072 0.146
H 0.004 2.462 1.164 0.090
```



B | Density functional theory data (ωB97M-V with the def2-TZVPD basis set) for C11H11N as an isolated structure.

Results
charge = 0
orbital gap = 8.605 eV
E_LUMO = 0.0125 Eh
multiplicity = 1

```
23
Properties=species:S:1:pos:R:3:lowdin_charge:R:1
C 1.984 0.902 3.198 -0.105
C 1.377 0.515 1.736 -0.314
C 2.341 -0.290 0.979 -0.058
C 1.908 -0.809 -0.261 -0.022
C 0.731 -0.192 -0.843 -0.165
C 0.286 -0.750 -1.980 -0.046
C -1.155 -0.625 -2.251 0.011
C -2.162 -0.157 -1.226 -0.323
C -3.509 -0.172 -1.725 -0.066
C -0.296 0.425 0.051 -0.209
C 0.112 0.788 1.338 -0.047
H 1.444 2.126 3.419 0.150
H 3.192 1.040 2.863 0.094
H 1.914 -0.150 3.922 0.128
H 3.462 -0.435 1.061 0.122
H 2.771 -1.115 -0.696 0.065
H 0.792 -1.263 -2.750 0.096
H -1.628 -1.119 -3.206 0.126
H -3.400 0.230 -2.684 0.059
H -4.116 0.504 -1.166 0.076
H -3.772 -1.292 -1.718 0.130
H -0.625 1.359 2.081 0.162
N -1.651 0.480 -0.142 0.135
```



Which structure is most stable? A, by 55.7 kcal/mol over the runner-up.



A | Density functional theory data (ωB97M-V with the def2-TZVPD basis set) for an isolated ion of composition C8H14N3 and charge +1.

Results
charge = +1
SMILES = CC[N@H+](C)N1C#C[C@@H](C)N=C1
orbital gap = 8.926 eV
E_LUMO = -0.1478 Eh
multiplicity = 1

```
25
Properties=species:S:1:pos:R:3:lowdin_charge:R:1
C -1.306 3.064 1.237 -0.050
C -1.082 1.702 0.730 -0.201
N 0.267 1.077 0.886 -0.111
C 1.343 1.981 0.533 0.005
N 0.370 -0.115 0.038 -0.063
C 0.066 -0.174 -1.383 0.022
C -0.211 -1.306 -1.807 0.085
C -0.273 -2.678 -1.384 -0.377
C 0.745 -3.619 -1.973 -0.051
N -0.097 -2.359 0.054 0.161
C 0.150 -1.324 0.654 -0.193
H -2.158 2.965 1.964 0.119
H -0.454 3.319 1.802 0.066
H -1.536 3.727 0.439 0.090
H -1.417 1.505 -0.248 0.103
H -1.837 1.013 1.259 0.164
H 0.398 0.789 1.954 0.249
H 0.973 2.694 -0.137 0.098
H 1.694 2.565 1.426 0.128
H 2.252 1.396 0.394 0.124
H -1.264 -3.201 -1.530 0.166
H 1.792 -3.327 -1.855 0.089
H 0.571 -3.646 -3.062 0.092
H 0.430 -4.692 -1.673 0.122
H 0.587 -1.356 1.681 0.164
```



B | Density functional theory data (ωB97M-V with the def2-TZVPD basis set) for a 2-piece molecular cluster, C8H14N3 overall.

Results
charge = +1
orbital gap = 8.473 eV
E_LUMO = -0.1306 Eh
multiplicity = 1

```
25
Properties=species:S:1:pos:R:3:lowdin_charge:R:1
C 1.424 -0.545 -1.748 -0.138
C 1.329 -1.179 -0.627 -0.112
C 1.302 0.836 -1.865 -0.077
C 1.063 -0.484 0.702 -0.160
C 1.629 1.530 -0.742 -0.013
C 1.717 0.921 0.607 -0.238
C 2.257 1.423 1.735 0.098
C -0.507 -0.486 1.003 -0.271
N -1.093 -0.692 -0.103 0.188
N -0.989 -0.136 2.242 0.213
N -3.698 -0.602 -1.024 -0.022
H 1.626 -1.105 -2.634 0.128
H 1.437 -2.257 -0.559 0.132
H 0.950 1.204 -2.808 0.116
H 1.649 -1.049 1.549 0.182
H 1.762 2.690 -0.926 0.160
H 2.670 2.355 1.971 0.054
H 1.987 1.022 2.755 0.087
H -0.505 -1.091 -0.878 0.120
H -2.202 -0.621 -0.208 0.100
H -1.907 -0.187 2.546 0.093
H -0.277 0.238 2.909 0.138
H -4.005 -1.618 -1.125 0.088
H -3.125 -0.204 -1.848 0.087
H -4.494 0.036 -0.926 0.048
```



Which structure is most stable? B, by 120.3 kcal/mol over the runner-up.